{"formula": "C36H40FIrN7O5", "method": "ωB97M-V with the def2-TZVPD basis set", "lumo_energy_ev": [-3.3, -3.3], "energy_ev": -64197.565, "charge": 1, "homo_lumo_gap_ev": [5.64, 5.54], "spin_multiplicity": 1, "e_homo_ev": [-8.953, -8.852], "symbols": ["Ir", "O", "C", "C", "C", "C", "C", "C", "C", "N", "N", "C", "O", "C", "C", "C", "C", "C", "C", "H", "H", "H", "H", "H", "H", "H", "H", "H", "H", "C", "C", "N", "C", "C", "C", "O", "O", "C", "O", "C", "C", "C", "F", "C", "C", "C", "N", "C", "C", "N", "C", "C", "H", "H", "H", "H", "H", "H", "H", "H", "H", "H", "H", "H", "H", "H", "H", "H", "H", "H", "C", "C", "N", "C", "C", "N", "C", "C", "H", "H", "H", "H", "H", "H", "H", "H", "H", "H", "H", "H"], "positions_angstrom": [[-0.96520, -0.66930, 0.39930], [-2.44250, 0.68400, 0.60480], [-2.77700, 1.58540, -0.24450], [-3.53030, 2.70050, 0.20060], [-3.98940, 3.65100, -0.67240], [-3.74080, 3.54300, -2.04660], [-2.98600, 2.50060, -2.51570], [-2.47220, 1.50960, -1.65370], [-1.72010, 0.45290, -2.20650], [-1.17280, -0.54560, -1.54530], [-0.55320, -1.47790, -2.27180], [0.08130, -2.37900, -1.55450], [0.05290, -2.35360, -0.26810], [0.81750, -3.42720, -2.26170], [0.97580, -3.39420, -3.64800], [1.67020, -4.40310, -4.28720], [2.22620, -5.44590, -3.55870], [2.06470, -5.48790, -2.18260], [1.35950, -4.49110, -1.54020], [-3.71280, 2.78080, 1.26070], [-4.54160, 4.49850, -0.29680], [-4.13870, 4.27940, -2.72790], [-2.76830, 2.42350, -3.57060], [-1.56260, 0.44410, -3.28070], [0.54810, -2.57380, -4.19970], [1.77300, -4.38070, -5.36160], [2.78370, -6.22600, -4.05570], [2.47770, -6.30490, -1.60920], [1.20020, -4.53470, -0.47440], [1.65290, 3.58830, 6.40190], [0.36680, 2.76340, 6.37160], [0.36710, 1.77270, 5.31540], [0.10120, 2.18300, 4.04610], [-0.10900, 1.33640, 3.00340], [-0.03780, 1.97040, 1.61710], [-0.18870, 3.17890, 1.53100], [0.30160, 1.19640, 0.66890], [-0.21320, -0.07590, 3.24880], [-0.57840, -0.97100, 2.39250], [0.19980, -0.49440, 4.55060], [0.26300, -1.87460, 4.87870], [0.96470, -2.28200, 5.98360], [1.07100, -3.61930, 6.22850], [1.59950, -1.38470, 6.83730], [1.34990, -0.00780, 6.63600], [0.63760, 0.43560, 5.53590], [2.49700, -1.75920, 7.88500], [3.35840, -2.90380, 7.62720], [4.48480, -2.87690, 8.68570], [4.35680, -1.58520, 9.39790], [3.11720, -1.55690, 10.20920], [1.94640, -1.82260, 9.23170], [1.54400, 4.41700, 7.09700], [1.84990, 3.99500, 5.41280], [2.50720, 2.98580, 6.70290], [-0.48300, 3.42850, 6.18940], [0.19690, 2.25540, 7.32430], [0.09370, 3.24730, 3.86600], [-0.24320, -2.58910, 4.25290], [1.74220, 0.69000, 7.35830], [3.76880, -2.79270, 6.62090], [2.83580, -3.86750, 7.67230], [5.46800, -2.94190, 8.22030], [4.38540, -3.69190, 9.40290], [4.17750, -0.89590, 8.64330], [5.18590, -1.35210, 9.94720], [3.02510, -0.57630, 10.67670], [3.17250, -2.31250, 10.99210], [1.17930, -1.05440, 9.32980], [1.47760, -2.79480, 9.43970], [3.14640, -0.88360, 2.40870], [4.34100, -1.67530, 3.04060], [4.40380, -2.98440, 2.43410], [4.62990, -2.86090, 1.01100], [3.44150, -2.06240, 0.37580], [2.52170, -1.72930, 1.42950], [1.99260, -2.91760, 2.04180], [3.17720, -3.71060, 2.68280], [3.49140, 0.03020, 1.92460], [2.41170, -0.62240, 3.16970], [4.19840, -1.79860, 4.11680], [5.28900, -1.16350, 2.86790], [4.69460, -3.86210, 0.58540], [5.57760, -2.34410, 0.85160], [2.92260, -2.66660, -0.36770], [3.79280, -1.14580, -0.09790], [1.47990, -3.50360, 1.28280], [1.26280, -2.62110, 2.79070], [3.27130, -4.70750, 2.24920], [3.03880, -3.81630, 3.76180]], "forces_ev_per_angstrom": [[1.4, 1.8, -1.4], [0.2, -0.6, 1.5], [0.0, 0.5, -1.3], [0.1, 0.0, 0.0], [0.1, -0.3, 0.2], [0.2, -0.1, -0.3], [-0.1, 0.2, 0.0], [-0.1, 0.0, 1.0], [0.1, -0.4, 0.1], [-0.6, 1.2, 0.7], [1.2, -1.3, -1.2], [-1.1, 1.5, -0.8], [-0.2, 0.2, 1.5], [0.3, -0.6, -0.1], [0.0, 0.0, 0.3], [0.1, -0.1, 0.0], [0.0, 0.0, 0.0], [0.1, -0.1, -0.1], [-0.2, 0.2, 0.0], [0.0, 0.0, 0.1], [-0.1, 0.1, 0.1], [0.0, 0.1, -0.1], [0.0, 0.0, -0.1], [-0.1, -0.2, 0.0], [0.0, 0.1, -0.1], [0.1, 0.0, -0.1], [0.0, -0.1, -0.1], [0.0, -0.1, 0.0], [0.0, 0.0, 0.1], [-0.2, -0.1, 0.0], [0.3, 0.6, 0.4], [0.1, -0.2, -0.7], [0.0, -0.6, 0.5], [0.1, -0.4, -0.5], [-0.6, 0.7, 0.7], [0.2, -0.2, 0.1], [-0.8, -2.3, -1.3], [-0.8, -0.3, -2.1], [0.4, 1.2, 2.1], [0.3, -1.1, 1.7], [0.2, 1.0, 0.0], [-0.1, -0.6, -0.2], [-0.1, 0.5, 0.0], [-0.2, 1.5, -0.1], [0.3, -1.4, 0.7], [-0.8, -0.1, -1.0], [-0.5, -0.1, -0.2], [0.1, -0.3, -0.3], [0.1, -0.6, -0.4], [0.3, 0.4, 0.1], [-0.7, 0.1, 0.4], [-0.2, 0.0, 0.0], [0.0, 0.1, 0.1], [0.1, 0.1, 0.0], [0.1, 0.0, 0.0], [0.1, -0.2, 0.1], [-0.1, 0.1, -0.1], [-0.1, 0.1, 0.0], [0.1, -0.1, -0.2], [0.2, 0.1, 0.0], [0.0, -0.1, 0.1], [0.1, 0.2, 0.0], [0.0, 0.1, 0.1], [0.0, 0.2, 0.1], [0.3, 0.0, 0.3], [-0.1, 0.0, -0.1], [0.2, 0.0, -0.1], [0.2, 0.0, -0.1], [0.1, -0.1, 0.1], [0.1, 0.1, 0.0], [0.6, -0.1, 0.3], [-0.3, 0.5, -0.1], [0.8, -0.5, 0.6], [-0.2, 0.2, -0.6], [0.6, -0.4, -0.1], [-1.0, 0.8, -0.4], [0.3, -0.6, 0.3], [-0.6, 0.1, -0.2], [-0.1, 0.1, 0.0], [0.0, 0.1, 0.0], [0.1, 0.0, 0.2], [0.1, 0.0, 0.1], [0.1, 0.0, 0.0], [0.1, -0.1, 0.0], [0.0, 0.1, -0.1], [0.0, 0.0, -0.1], [-0.1, 0.0, 0.0], [-0.1, 0.0, -0.1], [0.0, -0.1, 0.1], [0.0, -0.1, 0.1]], "mulliken_charge": [1.064, -0.988, 0.765, -0.307, -0.570, -0.584, -0.918, 0.659, -0.127, 0.508, -0.923, 0.201, -0.649, 0.633, -0.316, -0.656, -0.389, -0.875, -0.080, 0.438, 0.393, 0.409, 0.370, 0.403, 0.472, 0.403, 0.399, 0.424, 0.355, -1.046, -1.042, 0.227, -0.274, 0.154, 0.205, -0.729, -0.654, 1.230, -1.244, -0.078, -0.646, 0.613, -0.427, -1.745, -0.061, 0.671, 0.544, -0.058, -0.775, -0.080, -0.783, -0.519, 0.410, 0.344, 0.274, 0.468, 0.484, 0.692, 0.632, 0.594, -0.118, 0.486, 0.411, 0.321, 0.396, 0.296, 0.387, 0.356, 0.428, 0.343, 0.290, -0.367, -0.160, -0.783, -0.165, 0.194, 1.027, -0.546, 0.584, -0.736, -0.138, 0.300, 0.402, 0.265, -0.228, 0.544, -0.165, -0.909, 0.312, 0.080]}